(1)
{"formula": "C26H70BrIO10PS", "method": "the ωB97M-V functional and the def2-TZVPD basis", "total_charge": 1, "symbols": ["C", "C", "S", "C", "P", "C", "C", "O", "Br", "C", "C", "C", "I", "H", "H", "H", "H", "H", "H", "H", "H", "H", "H", "H", "H", "H", "H", "H", "H", "C", "C", "O", "H", "H", "H", "H", "H", "H", "C", "C", "O", "H", "H", "H", "H", "H", "H", "C", "C", "O", "H", "H", "H", "H", "H", "H", "C", "C", "O", "H", "H", "H", "H", "H", "H", "C", "C", "O", "H", "H", "H", "H", "H", "H", "C", "C", "O", "H", "H", "H", "H", "H", "H", "C", "C", "O", "H", "H", "H", "H", "H", "H", "C", "C", "O", "H", "H", "H", "H", "H", "H", "C", "C", "O", "H", "H", "H", "H", "H", "H"], "xyz": [[3.79343, 3.23050, 1.10941], [4.16174, 3.41998, -0.44761], [2.74118, 4.17826, -1.42835], [2.09536, 2.84561, -2.54352], [1.38894, 1.44607, -1.47795], [0.66160, 0.12192, -2.61349], [0.44780, -1.28532, -1.84205], [1.11737, -1.60156, -0.83070], [-0.87580, -2.65348, -2.46966], [0.26015, 2.01488, -0.08466], [-1.23783, 2.38577, -0.51329], [-1.36809, 3.45691, -1.69862], [-2.49399, 0.60790, -0.90082], [4.70269, 2.72838, 1.60416], [3.59754, 4.22685, 1.62975], [2.91929, 2.49836, 1.27369], [4.54010, 2.44065, -0.91535], [5.00997, 4.18397, -0.50469], [3.00968, 2.38796, -3.08660], [1.39424, 3.20476, -3.36967], [2.53710, 0.83544, -0.83807], [-0.32395, 0.48273, -3.05707], [1.40974, -0.06729, -3.46845], [0.25015, 1.23564, 0.76874], [0.74425, 2.95631, 0.38286], [-1.72318, 2.87231, 0.41416], [-2.41057, 3.32352, -2.17820], [-0.61887, 3.33334, -2.54658], [-1.38725, 4.52707, -1.26520], [0.85333, -6.44187, -1.12284], [-0.54515, -7.01360, -1.24177], [-1.38459, -6.47423, -0.22671], [1.27769, -6.66760, -0.14126], [1.51010, -6.85202, -1.89377], [0.83483, -5.35181, -1.21942], [-0.52570, -8.09878, -1.12303], [-0.98195, -6.78083, -2.21879], [-1.40469, -5.51516, -0.34294], [1.77369, -2.94628, 3.35241], [0.30555, -3.30737, 3.24345], [-0.33288, -2.47559, 2.28065], [1.89040, -1.89789, 3.64019], [2.27635, -3.57312, 4.09268], [2.27521, -3.07026, 2.38779], [-0.19608, -3.16158, 4.20229], [0.18017, -4.35259, 2.94412], [0.11098, -2.61675, 1.43320], [-1.67637, -2.46398, 7.11117], [-0.19911, -2.66710, 7.38477], [-0.00445, -3.09203, 8.72702], [-2.09408, -1.71957, 7.79362], [-1.84107, -2.13171, 6.08264], [-2.23131, -3.39233, 7.27418], [0.34814, -1.73263, 7.24220], [0.22317, -3.42131, 6.71193], [-0.48414, -3.92271, 8.84277], [0.49250, 3.62079, -6.72182], [0.34408, 5.05282, -6.24787], [0.78201, 5.17116, -4.89572], [-0.09030, 2.94484, -6.08932], [0.15556, 3.51446, -7.75512], [1.53641, 3.29790, -6.65733], [-0.70110, 5.36415, -6.29318], [0.93387, 5.73328, -6.86859], [1.71038, 4.90278, -4.86606], [5.62322, -0.87093, -3.92938], [4.16861, -1.20320, -4.19378], [3.44250, -0.01762, -4.51681], [5.71032, -0.15533, -3.10724], [6.18887, -1.76984, -3.67543], [6.07945, -0.40495, -4.80744], [3.71104, -1.64858, -3.30713], [4.07394, -1.90999, -5.02311], [3.84809, 0.36506, -5.30642], [-6.13089, -1.15819, 7.65677], [-5.92595, -2.65888, 7.59221], [-5.28688, -3.11560, 8.77804], [-5.17303, -0.64528, 7.77668], [-6.61666, -0.79077, 6.74950], [-6.74719, -0.88857, 8.51930], [-5.29229, -2.92196, 6.74253], [-6.88225, -3.18046, 7.48434], [-5.85772, -2.88624, 9.52288], [-0.08865, 9.64438, -4.22683], [-0.68785, 9.00836, -5.46530], [0.34255, 8.50820, -6.30927], [0.58452, 10.46003, -4.50231], [-0.87030, 10.03794, -3.57261], [0.50513, 8.91586, -3.66653], [-1.26147, 9.74360, -6.03300], [-1.35475, 8.18238, -5.19664], [0.84038, 7.85208, -5.80352], [-3.63808, -9.65675, -2.59659], [-4.66265, -8.54340, -2.68576], [-4.81972, -7.91715, -1.41802], [-3.94374, -10.40198, -1.85801], [-3.51149, -10.15011, -3.56342], [-2.66950, -9.26487, -2.27191], [-5.63362, -8.94036, -2.98873], [-4.35558, -7.78723, -3.41603], [-3.95887, -7.55990, -1.15903], [1.20616, 3.09694, 4.12128], [0.83928, 4.50052, 3.68005], [1.48719, 5.45673, 4.50689], [0.91782, 2.93464, 5.16250], [0.70966, 2.34891, 3.49679], [2.28797, 2.94285, 4.06231], [-0.23826, 4.65759, 3.76121], [1.13667, 4.67521, 2.63933], [2.43974, 5.31788, 4.42397]]}

=====

(2)
{"formula": "C14H47AsF6O9", "method": "the ωB97M-V functional and the def2-TZVPD basis", "symbols": ["O", "H", "H", "H", "As", "F", "F", "F", "F", "F", "F", "C", "C", "C", "O", "H", "H", "H", "H", "H", "H", "H", "H", "C", "C", "C", "O", "H", "H", "H", "H", "H", "H", "H", "H", "C", "C", "C", "O", "H", "H", "H", "H", "H", "H", "H", "H", "C", "O", "H", "H", "H", "H", "C", "O", "H", "H", "H", "H", "C", "O", "H", "H", "H", "H", "C", "O", "H", "H", "H", "H", "C", "O", "H", "H", "H", "H"], "xyz": [[2.97012, 0.07503, 3.38967], [3.21155, 0.93299, 2.83338], [3.14814, -0.76377, 2.89302], [3.40675, 0.05677, 4.26214], [0.27847, -1.27465, 0.38867], [1.24682, -2.20857, -0.66910], [-0.33142, -2.73135, 1.03431], [-0.58777, -0.33412, 1.54973], [0.76503, 0.19009, -0.41555], [-1.04959, -1.36374, -0.72175], [1.62639, -1.17366, 1.49490], [0.45663, 4.42036, 1.38389], [0.03400, 4.53423, -0.07958], [-1.05392, 3.50687, -0.40427], [-0.50971, 5.84141, -0.29919], [-0.34217, 4.65474, 2.09341], [1.23951, 5.15147, 1.61124], [0.82687, 3.42080, 1.62816], [0.92664, 4.35144, -0.68434], [-1.55239, 3.67315, -1.35532], [-1.82528, 3.65788, 0.36361], [-0.69502, 2.48795, -0.29051], [-1.39397, 5.87405, 0.07745], [1.10610, 0.45607, -4.19383], [2.25695, 1.05506, -3.39049], [1.84907, 2.38153, -2.74651], [2.69533, 0.13557, -2.38225], [0.20550, 0.38609, -3.58680], [1.43733, -0.46645, -4.65766], [0.88777, 1.18446, -4.98713], [3.10848, 1.25587, -4.04784], [1.59625, 3.11617, -3.51128], [2.58780, 2.74781, -2.03549], [0.93612, 2.19297, -2.16571], [2.13370, 0.21675, -1.59325], [-4.37664, 0.12690, 0.03102], [-4.38770, -0.30506, 1.48954], [-4.21582, -1.79745, 1.55253], [-3.28125, 0.31976, 2.15951], [-3.41416, -0.09428, -0.43044], [-4.58175, 1.19710, -0.06539], [-5.16315, -0.34123, -0.56855], [-5.28048, 0.06566, 1.98725], [-4.28375, -2.24634, 2.54876], [-3.23946, -2.14124, 1.18535], [-4.91750, -2.34618, 0.91552], [-2.46224, 0.00357, 1.74889], [-3.05062, -1.19858, -3.45544], [-3.05365, -2.20170, -2.43061], [-3.09107, -1.65389, -4.44138], [-3.90022, -0.51493, -3.33520], [-2.15964, -0.58233, -3.29867], [-2.32992, -1.99629, -1.82857], [3.52017, 2.90456, 1.01946], [3.93817, 2.16532, 2.20429], [4.31394, 2.93637, 0.27114], [2.66062, 2.42621, 0.55872], [3.26782, 3.92218, 1.31189], [4.54742, 2.69760, 2.72279], [-0.88500, -5.28616, -2.11099], [0.37457, -4.85562, -1.68247], [-0.84664, -6.12591, -2.80795], [-1.49173, -5.63835, -1.26346], [-1.45686, -4.51214, -2.63920], [0.35361, -3.99995, -1.24915], [-0.72279, -1.64263, 4.55977], [-1.58086, -1.39436, 5.65227], [0.24533, -1.13582, 4.60975], [-0.59990, -2.72241, 4.44653], [-1.16957, -1.31787, 3.61839], [-2.40312, -1.03403, 5.31295], [4.16656, -3.35932, -0.07753], [3.53066, -3.21466, 1.17535], [4.40052, -2.37102, -0.47444], [5.01255, -4.03844, -0.01436], [3.50898, -3.85350, -0.80522], [2.90854, -2.48481, 1.11158]]}

=====

(3)
{"formula": "C29H28FN4O6Rh", "method": "the ωB97M-V functional and the def2-TZVPD basis", "relative_energy_ev": 1.286, "total_charge": 2, "symbols": ["Rh", "F", "C", "C", "C", "C", "O", "C", "C", "N", "C", "C", "C", "C", "C", "C", "N", "C", "C", "N", "C", "C", "C", "O", "O", "H", "H", "H", "H", "H", "H", "H", "H", "H", "H", "H", "H", "H", "H", "H", "H", "H", "H", "C", "C", "C", "N", "C", "C", "H", "H", "H", "H", "H", "O", "C", "C", "C", "C", "C", "C", "C", "O", "O", "H", "H", "H", "H", "H"], "xyz": [[3.09053, -0.13937, 0.22043], [-2.70801, -1.30433, -3.08891], [-2.53691, -0.53214, -2.00223], [-1.28650, -0.39894, -1.47834], [-1.09932, 0.34322, -0.30491], [0.22243, 0.48627, 0.27420], [1.19770, -0.02277, -0.36871], [0.32378, 1.19974, 1.47950], [-0.81265, 1.75565, 2.01961], [-2.02600, 1.67744, 1.47183], [-3.15435, 2.31412, 2.13415], [-2.97094, 3.68369, 2.70799], [-3.80366, 3.49757, 1.47671], [-2.21088, 0.94341, 0.30522], [-3.48057, 0.81702, -0.27281], [-3.66598, 0.08959, -1.43353], [-4.94625, 0.00622, -2.01498], [-6.02852, -0.54143, -1.21619], [-7.35933, 0.03416, -1.66543], [-7.54007, -0.25770, -3.13035], [-6.39743, 0.30407, -3.93426], [-5.09572, -0.29134, -3.42811], [1.59719, 1.45579, 2.23818], [1.54692, 2.05855, 3.28581], [2.72102, 1.03168, 1.73647], [-0.44655, -0.88186, -1.95777], [-0.71950, 2.31329, 2.94210], [-3.77409, 1.61210, 2.67799], [-2.01217, 4.16735, 2.58624], [-3.46303, 3.88881, 3.64689], [-3.37541, 3.83797, 0.54338], [-4.87781, 3.59151, 1.55208], [-4.31946, 1.33266, 0.17023], [-5.89031, -0.29949, -0.16450], [-6.06096, -1.64083, -1.29106], [-7.37658, 1.11817, -1.56449], [-8.19813, -0.40114, -1.12591], [-8.43137, 0.11310, -3.46401], [-7.57528, -1.27196, -3.26708], [-6.42224, 1.38354, -3.79459], [-6.57266, 0.06337, -4.98090], [-4.28628, 0.16100, -3.99783], [-5.07652, -1.37063, -3.63468], [2.41228, -4.08007, 2.78427], [3.54226, -3.29201, 2.92105], [3.64122, -2.12717, 2.18504], [2.66648, -1.74894, 1.35699], [1.56657, -2.49739, 1.21819], [1.40464, -3.67312, 1.92173], [2.31843, -5.00248, 3.34099], [4.34791, -3.56677, 3.58561], [4.49844, -1.47145, 2.26190], [0.82335, -2.13741, 0.52199], [0.50764, -4.25917, 1.78653], [7.29073, 1.99997, 0.48690], [7.82676, 0.83663, 0.07719], [9.20822, 0.64339, 0.04131], [9.73580, -0.55974, -0.37818], [8.90477, -1.61030, -0.76741], [7.54105, -1.43266, -0.71954], [6.97927, -0.21564, -0.30594], [5.52658, -0.11559, -0.26784], [4.80921, -1.19135, -0.36764], [4.88264, 0.96945, -0.12561], [7.99709, 2.61419, 0.72186], [9.86336, 1.45149, 0.34504], [10.81026, -0.68418, -0.40105], [9.32594, -2.54709, -1.10183], [6.87099, -2.22973, -1.00898]]}

=====

| no. | DFT total energy (hartree) | orbital gap (eV) |
| --- | --- | --- |
| 1 | -5395.863447 | 8.168 |
| 2 | -4073.703638 | 7.709 |
| 3 | -2002.241433 | 6.479 |